{
  "formula": "C3H5N",
  "method": "ωB97M-V/def2-TZVPD",
  "symbols": ["C", "C", "C", "N", "H", "H", "H", "H", "H"],
  "coordinates": [[-1.5668, -0.1307, 0.0482], [1.0963, 0.9045, -0.1158], [-0.5684, -1.0721, 0.1121], [-2.2967, 0.7394, -0.1585], [0.7237, 1.8696, -0.3658], [1.3427, 0.7009, 0.9560], [1.8662, 0.2862, -0.7757], [-0.1132, -1.5012, 1.0265], [-0.4837, -1.7967, -0.7271]],
  "mulliken_charge": [0.68, -0.83, -0.89, -0.42, 0.35, 0.30, 0.26, 0.30, 0.25],
  "e_lumo_ev": [-1.00, -0.23],
  "energy_ev": -4677.8576,
  "charge": 0,
  "orbital_gap_ev": [8.21, 9.09],
  "e_homo_ev": [-9.2, -9.3]
}